C27H50BINO19 | the ωB97M-V functional and the def2-TZVPD basis

## Properties
LUMO energy: -4.336 eV
multiplicity: 1
DFT total energy: -77974.6050 eV
highest occupied orbital energy: -12.09 eV
HOMO-LUMO gap: 0.2851 Ha
total charge: +1
maximum force: 2.63 eV Å⁻¹

```
99
C27H50BINO19 | the OMol25 dataset | the ωB97M-V functional and the def2-TZVPD basis
C 5.83351 -2.43100 -0.35695
C 5.35638 -3.13741 -1.70666
C 4.35709 -2.19694 -2.53321
I 3.43772 -3.32819 -4.13621
C 3.31269 -1.67538 -1.47555
C 3.36338 -0.34644 -0.87108
C 2.35385 -0.01325 0.13426
C 1.36501 -0.99596 0.50603
N 1.34673 -2.22603 -0.11013
B 0.32210 -3.30530 0.24862
C 0.94927 -4.71369 0.73315
O -1.02894 -3.04320 0.10631
C 2.27511 -2.59990 -1.06960
H 5.99719 -1.34285 -0.57482
H 5.03844 -2.47377 0.43805
H 6.73376 -2.92946 0.07483
H 6.22048 -3.48046 -2.32863
H 4.71101 -3.99716 -1.36154
H 4.92332 -1.32606 -2.94225
H 4.16367 0.35302 -1.19253
H 2.36995 0.98065 0.63511
H 0.59480 -0.80376 1.28591
H 1.82290 -4.43137 1.39218
H 1.39614 -5.23361 -0.16337
H 0.22164 -5.35014 1.28606
H -1.49090 -3.75317 -0.37743
H 2.20961 -3.61533 -1.51906
C 1.74546 3.74509 -1.54887
O 1.73321 5.03010 -0.93774
C 1.69056 4.99774 0.40172
O 1.66670 4.00180 1.08581
O 1.68067 6.25301 0.84399
C 1.63790 6.37831 2.26950
H 1.78330 3.88890 -2.62722
H 2.63054 3.18379 -1.24264
H 0.83640 3.19402 -1.30490
H 2.51998 5.92516 2.72235
H 0.72731 5.93022 2.66779
H 1.63334 7.43930 2.50909
C -8.01704 -3.63386 0.39456
O -7.11756 -2.59912 0.78978
C -5.85010 -2.78297 0.41504
O -5.40754 -3.71957 -0.20977
O -5.13831 -1.73954 0.85532
C -3.75351 -1.80244 0.52391
H -9.00676 -3.36534 0.75888
H -8.05750 -3.71436 -0.69117
H -7.72892 -4.58566 0.84194
H -3.61640 -1.80800 -0.55838
H -3.29029 -2.67849 0.97596
H -3.27503 -0.91145 0.92748
C 8.31447 3.24716 -2.33271
O 7.89283 1.89051 -2.16964
C 8.54992 1.01605 -2.94211
O 9.42323 1.27916 -3.72253
O 8.06030 -0.20790 -2.69138
C 8.67231 -1.25169 -3.45196
H 7.71635 3.86046 -1.66102
H 9.36457 3.35872 -2.06239
H 8.14290 3.58317 -3.35566
H 9.73697 -1.32096 -3.22828
H 8.51316 -1.09489 -4.51934
H 8.19743 -2.18916 -3.16547
C -5.56270 2.30165 -0.28927
O -4.71970 3.38192 0.11470
C -3.44954 3.26585 -0.27948
O -2.98576 2.35553 -0.92152
O -2.77798 4.33542 0.16343
C -1.39712 4.34223 -0.18938
H -6.56298 2.50728 0.08678
H -5.60735 2.23408 -1.37671
H -5.21666 1.36091 0.14101
H -1.27746 4.35846 -1.27381
H -0.88502 3.48152 0.24307
H -0.95532 5.24944 0.21995
C -6.66646 -6.02423 -1.46167
O -6.75275 -6.57180 -2.77942
C -7.10355 -7.86285 -2.81596
O -7.33907 -8.55861 -1.86198
O -7.14664 -8.24510 -4.09765
C -7.51103 -9.61219 -4.28909
H -6.37868 -4.98532 -1.55434
H -7.63462 -6.07376 -0.96261
H -5.90552 -6.54376 -0.87788
H -8.51212 -9.80188 -3.90062
H -6.78388 -10.27431 -3.81779
H -7.51252 -9.80496 -5.36045
C -0.52450 9.22839 7.10451
O -0.96478 7.88428 7.30314
C -0.34321 6.98400 6.53794
O 0.52140 7.21589 5.73065
O -0.84796 5.77772 6.82392
C -0.27270 4.70988 6.07513
H -1.09762 9.86440 7.77644
H 0.53325 9.32733 7.35018
H -0.71285 9.54762 6.07894
H 0.79571 4.62787 6.27931
H -0.45103 4.84785 5.00763
H -0.75801 3.78816 6.39146
```

=====

C27H50ErP2 | the ωB97M-V functional and the def2-TZVPD basis

## Properties
⟨S²⟩: 3.75
LUMO energy (spin up / spin down): -2.691 / -2.621 eV
multiplicity: 4
DFT total energy: -75002.3550 eV
highest occupied orbital energy (spin up / spin down): -10.24 / -10.24 eV
HOMO-LUMO gap (spin up / spin down): 0.2775 / 0.2801 Ha
total charge: +1
maximum force: 2.49 eV Å⁻¹

```
80
C27H50ErP2 | the OMol25 dataset | the ωB97M-V functional and the def2-TZVPD basis
Er -0.03655 0.05189 0.39724
C -1.95024 1.24494 -0.63551
C -1.90583 0.00644 -1.36539
C -2.28450 -0.51388 0.87402
C -2.20265 0.93662 0.75187
C -2.07815 -1.07438 -0.43587
C -1.77316 2.60085 -1.21794
H -1.17705 2.54901 -2.12959
H -1.25874 3.25318 -0.50907
H -2.71883 3.09467 -1.48113
C -2.30607 1.92387 1.85999
H -2.09027 2.93562 1.50263
H -1.61338 1.70980 2.67968
H -3.31900 1.92908 2.28570
C -2.52779 -1.29675 2.11717
H -3.59623 -1.30726 2.36424
H -1.99377 -0.89499 2.98375
H -2.21116 -2.33662 1.99096
C -2.04964 -2.52112 -0.77274
H -3.04991 -2.94409 -0.93396
H -1.58642 -3.09231 0.03647
H -1.47368 -2.69502 -1.68325
C -1.66091 -0.14299 -2.82469
H -2.58596 -0.22884 -3.41523
H -1.07450 -1.04736 -3.02993
H -1.10871 0.71488 -3.22477
C 6.34578 1.56755 -2.59080
C 5.58030 1.86293 -3.65562
C 5.62636 1.25576 -5.02477
C 6.16047 -0.19310 -5.10672
C 5.47687 -1.17909 -4.20045
C 5.76917 -1.44587 -2.92066
C 6.90309 -0.88668 -2.10508
C 7.40835 0.51438 -2.51620
H 6.24982 1.87584 -5.69184
H 7.24484 -0.18266 -4.94342
H 4.61044 1.29616 -5.44963
H 7.95989 0.43598 -3.46110
H 6.28463 2.21137 -1.70231
H 4.92342 2.73943 -3.59145
H 8.14803 0.82968 -1.76333
H 6.58134 -0.86547 -1.05261
H 5.23625 -2.26396 -2.41848
H 7.77212 -1.56708 -2.13648
H 6.01901 -0.52903 -6.14588
H 4.72050 -1.79344 -4.71122
P 2.09573 1.32806 -0.93947
C 2.94732 2.67907 -0.05537
C 2.31907 1.77212 -2.68448
P 1.88897 -1.67138 -0.65681
C 3.09653 -0.24934 -0.82759
C 2.02306 -2.42251 -2.30141
C 2.58000 -2.96162 0.42754
H 2.81424 2.53520 1.02816
H 2.45787 3.62923 -0.32831
H 4.02024 2.74277 -0.28614
H 3.38603 1.80050 -2.94360
H 1.87655 2.76230 -2.85164
H 1.81227 1.04834 -3.33198
H 3.60592 -3.22567 0.14475
H 1.92587 -3.84960 0.35082
H 2.55334 -2.61190 1.47163
H 3.75582 -0.21464 0.05047
H 3.72076 -0.39597 -1.71882
H 1.46249 -3.36819 -2.28119
H 3.08230 -2.60364 -2.54323
H 1.57520 -1.76139 -3.05370
C 1.26965 2.05952 3.78906
C 1.05373 0.54876 3.94895
C -0.17914 0.23598 4.81439
C 1.01839 -0.19172 2.60675
H 0.47379 2.52141 3.18833
H 2.22690 2.27367 3.30894
H 1.26156 2.55460 4.77384
H 1.93340 0.14222 4.49604
H -1.09391 0.70060 4.42490
H -0.33894 -0.84413 4.87492
H -0.02510 0.62254 5.83905
H 0.72229 -1.23573 2.81540
H 2.05819 -0.18801 2.21578
```

=====

C27H50N3O6 | the ωB97M-V functional and the def2-TZVPD basis

## Properties
LUMO energy: -4.511 eV
multiplicity: 1
DFT total energy: -45554.9317 eV
highest occupied orbital energy: -10.89 eV
energy relative to the best compared isomer or geometry (same formula, charge and spin): 95.1 kcal per mole
HOMO-LUMO gap: 0.2345 Ha
total charge: +1
maximum force: 2.23 eV Å⁻¹

```
86
C27H50N3O6 | the OMol25 dataset | the ωB97M-V functional and the def2-TZVPD basis
C -0.62781 -2.67414 5.38032
C -1.67976 -1.88129 6.21186
C -3.12299 -2.45562 6.10159
O -4.06399 -1.59389 5.47249
C -3.63727 -1.29152 4.20225
O -4.76055 -0.87318 3.39693
C -4.69402 -1.40248 2.12815
O -5.42416 -2.32135 1.82988
C -3.70774 -0.84467 1.11436
C -2.39130 -0.55666 1.46507
C -1.54306 -0.05353 0.55359
N -1.92019 0.19443 -0.69939
O -1.01740 0.73640 -1.55244
C 0.06663 -0.17570 -1.89672
C 1.39186 0.12377 -1.18087
C 2.50816 -0.51199 -2.05303
C 1.71714 1.62978 -1.04415
C 1.42415 2.26232 0.33474
C 2.23086 3.60495 0.36894
C 1.90100 1.41972 1.54773
C -3.16700 -0.07302 -1.08814
C -3.47689 0.22010 -2.54597
C -3.03030 -0.98052 -3.40368
C -2.92183 -2.35297 -2.73303
N -2.79742 -0.80413 -4.63564
C -4.09413 -0.58248 -0.20071
C -5.53795 -0.85468 -0.61221
C -6.45704 0.21786 0.04580
C -5.84262 1.63321 0.06144
O -7.70863 0.21668 -0.62012
H 0.24989 -2.86425 6.00661
H -0.98847 -3.65636 5.06096
H -0.25100 -2.10256 4.52345
H -1.37018 -1.96181 7.25613
H -1.60578 -0.83263 5.91610
H -3.46964 -2.67229 7.11228
H -3.04552 -3.42842 5.59157
H -3.16817 -2.16031 3.69994
H -2.91534 -0.46091 4.21810
H -2.01213 -0.72417 2.46251
H -0.51393 0.16039 0.81998
H 0.23002 -0.19673 -2.97802
H -0.23032 -1.19360 -1.61437
H 1.40655 -0.43583 -0.23882
H 3.45193 -0.38338 -1.51768
H 2.59899 0.07914 -2.97280
H 2.30083 -1.55337 -2.31655
H 1.06629 2.15013 -1.76409
H 2.73482 1.83550 -1.39350
H 0.36327 2.53512 0.39206
H 2.33342 4.00092 -0.64779
H 3.25071 3.32999 0.66002
H 1.79558 4.33950 1.04650
H 2.49017 2.00986 2.25017
H 1.01170 1.08456 2.10575
H 2.45174 0.52176 1.25452
H -2.96783 1.12751 -2.87402
H -4.54670 0.39859 -2.64735
H -2.08428 -2.36595 -2.02253
H -2.71832 -3.12947 -3.47125
H -3.82481 -2.57085 -2.15255
H -2.52985 -1.71042 -5.02404
H -5.77673 -1.86800 -0.28948
H -5.65603 -0.81804 -1.69485
H -6.63706 -0.05864 1.09206
H -5.23574 1.74162 0.96647
H -6.61852 2.40253 0.11983
H -5.22753 1.83882 -0.82285
H -7.80275 1.05820 -1.07643
C 8.93249 0.47925 -2.73075
C 7.97370 0.50813 -1.54486
C 6.49774 0.34715 -1.94280
O 5.90254 1.50780 -2.49773
C 6.16508 1.71359 -3.87635
N 8.20285 1.73780 -0.78028
H 8.92837 1.41449 -3.29007
H 9.95333 0.32011 -2.38438
H 8.68443 -0.33234 -3.41839
H 8.22707 -0.34084 -0.90279
H 5.92577 0.13780 -1.03272
H 6.35432 -0.51431 -2.60882
H 6.22922 0.76944 -4.42404
H 7.08137 2.29015 -4.01418
H 5.34212 2.29906 -4.28747
H 7.63759 1.71317 0.06435
H 7.80700 2.50801 -1.31380
```

=====

C27H51BrCl2IN2O2 | the ωB97M-V functional and the def2-TZVPD basis

## Properties
LUMO energy: -3.698 eV
multiplicity: 1
DFT total energy: -139080.4049 eV
highest occupied orbital energy: -9.92 eV
energy relative to the best compared isomer or geometry (same formula, charge and spin): 18.8 kcal per mole
HOMO-LUMO gap: 0.2286 Ha
total charge: +1
maximum force: 4.65 eV Å⁻¹

```
86
C27H51BrCl2IN2O2 | the OMol25 dataset | the ωB97M-V functional and the def2-TZVPD basis
C -2.68232 -2.94694 8.09858
O -3.05769 -1.57487 8.13715
C -1.97533 -0.73526 7.78040
C -2.44589 0.70913 7.56460
C -1.29699 1.48175 6.90735
C -1.66836 2.92981 6.56162
C -0.45080 3.60981 5.88299
C -0.69737 3.98717 4.38592
C 0.59669 3.78228 3.58789
C 0.31761 3.75208 2.06111
C 1.63186 3.99186 1.30823
C 1.41775 3.76620 -0.21418
C 1.93079 2.40232 -0.71032
C 1.27253 1.94255 -2.07632
C -0.19263 1.79585 -1.85878
Cl -0.60595 0.91172 -0.38276
C -1.19983 2.18163 -2.60422
C -1.01376 2.89551 -3.92199
Cl -2.83896 1.86323 -2.15574
C 1.92903 2.91083 -3.07982
C 3.40121 2.42438 -3.40993
N 3.34675 0.97786 -2.99556
C 4.64829 0.43055 -2.45233
C 4.63667 0.15172 -0.95021
O 4.87466 0.90618 -0.13671
Br 4.18557 -1.69654 -0.47647
C 2.04963 0.62191 -2.36490
I 1.06911 -0.61030 -3.89813
H -2.63152 -3.34469 9.11610
H -3.38916 -3.50637 7.48378
H -1.69287 -3.08359 7.65105
H -1.21757 -0.73663 8.57626
H -1.53714 -1.07104 6.82990
H -3.36934 0.72796 6.98202
H -2.68183 1.09094 8.56267
H -0.43638 1.47539 7.58026
H -1.05968 0.95525 5.97595
H -1.87693 3.46956 7.48949
H -2.56667 2.96105 5.94249
H -0.11704 4.51861 6.38502
H 0.36981 2.89115 5.87024
H -0.99018 5.03968 4.36033
H -1.49176 3.38516 3.93512
H 1.30855 4.59747 3.75058
H 1.10197 2.84817 3.84690
H -0.40726 4.54711 1.85831
H -0.16839 2.81541 1.77337
H 1.86054 5.05124 1.42899
H 2.45255 3.36572 1.66395
H 2.00361 4.52348 -0.74677
H 0.37243 3.96229 -0.46807
H 1.84317 1.62649 0.05151
H 3.01196 2.53011 -0.84115
H -0.66524 3.91319 -3.73782
H -1.98955 3.01686 -4.38836
H -0.36178 2.34768 -4.59563
H 1.50237 3.05454 -4.07093
H 2.09133 3.93686 -2.75105
H 3.64482 2.60977 -4.44870
H 4.01161 2.99360 -2.71664
H 3.30916 0.52257 -3.91347
H 5.40371 1.19990 -2.61427
H 4.98249 -0.41768 -3.04376
H 2.04172 -0.06967 -1.52877
C -1.33827 -3.92051 -2.73390
C -1.31903 -4.04344 -4.25078
N -0.55780 -5.17703 -4.73597
C -0.32506 -5.13870 -6.17217
C -1.53813 -5.24220 -7.10258
C -0.93664 -6.47442 -4.19576
C -2.38299 -6.94161 -4.39922
H -0.32357 -3.87675 -2.33171
H -1.85568 -3.00323 -2.44523
H -1.86284 -4.75105 -2.26128
H -0.86427 -3.13141 -4.65038
H -2.35758 -4.05459 -4.61357
H 0.38911 -5.92434 -6.43330
H 0.19452 -4.19950 -6.39683
H -1.91970 -6.25991 -7.15912
H -1.24516 -4.95789 -8.11567
H -2.35016 -4.57876 -6.80304
H -0.73085 -6.46794 -3.12209
H -0.25888 -7.23295 -4.59494
H -3.10824 -6.14759 -4.21451
H -2.60563 -7.75263 -3.70274
H -2.54692 -7.33350 -5.40162
```

=====

C27H51ClFIO3S | the ωB97M-V functional and the def2-TZVPD basis

## Properties
LUMO energy: 0.277 eV
multiplicity: 1
DFT total energy: -69142.5873 eV
highest occupied orbital energy: -9.67 eV
HOMO-LUMO gap: 0.3654 Ha
maximum force: 2.48 eV Å⁻¹

```
85
C27H51ClFIO3S | the OMol25 dataset | the ωB97M-V functional and the def2-TZVPD basis
C -6.45755 -3.08338 1.63046
C -5.61177 -2.86642 2.86773
C -4.63061 -4.02504 3.11389
C -3.25117 -3.82521 2.48188
C -2.11701 -4.46707 3.32161
C -1.27979 -5.39976 2.46689
C 0.01299 -4.84134 1.80549
C -0.31234 -4.01571 0.56860
C 0.92358 -3.65346 -0.24905
C 0.64910 -2.82417 -1.54218
C -0.78218 -2.38198 -1.63730
C -1.10669 -1.52362 -2.87052
C -2.40479 -0.83332 -2.52172
C -2.85000 0.30494 -3.46824
C -3.29514 1.53415 -2.67949
C -2.35764 2.73307 -2.91900
C -0.83972 2.48363 -2.94656
C 0.02447 2.84150 -1.73462
C 1.39146 3.14873 -2.36708
C 2.57506 3.58549 -1.50386
C 3.06028 2.69011 -0.35377
Cl 2.82937 0.98830 -0.92854
O 2.19937 2.96765 0.70114
S 2.59334 2.35571 2.18558
O 1.37655 1.82477 2.63591
O 3.52503 1.03194 1.95725
C 4.90178 1.35187 1.84027
C 5.36230 1.87009 0.50533
F 5.62546 0.88984 -0.39187
C 4.54197 3.00952 -0.10592
C 4.85786 4.24837 0.74050
C 3.94932 5.45429 0.61899
C 4.44269 6.51876 1.63349
I 2.89907 7.00249 3.04639
H -5.79772 -3.31653 0.80852
H -6.97245 -2.17728 1.36674
H -7.16607 -3.88787 1.73656
H -5.01106 -2.01197 2.68444
H -6.19868 -2.69081 3.75020
H -5.10420 -4.93137 2.77223
H -4.47697 -4.04683 4.18065
H -3.25336 -4.28955 1.50754
H -3.00242 -2.79636 2.32045
H -2.61925 -5.06758 4.05949
H -1.50045 -3.71317 3.77755
H -1.88318 -5.75727 1.64978
H -0.97239 -6.26880 3.03077
H 0.54083 -5.74006 1.51714
H 0.59467 -4.26379 2.50060
H -0.77239 -3.11320 0.93029
H -1.01177 -4.57154 -0.02181
H 1.37481 -4.59220 -0.53177
H 1.66803 -3.14051 0.33544
H 1.28607 -1.96010 -1.57957
H 0.90093 -3.47333 -2.36581
H -1.46715 -3.21122 -1.68003
H -0.99088 -1.76555 -0.78188
H -1.16269 -2.21186 -3.69881
H -0.36461 -0.75206 -2.99744
H -3.21923 -1.51932 -2.35503
H -2.18863 -0.39100 -1.56217
H -3.63932 -0.12251 -4.06312
H -2.06754 0.56143 -4.15804
H -3.48137 1.32502 -1.64263
H -4.25716 1.84572 -3.06148
H -2.61887 3.10959 -3.89598
H -2.56730 3.53120 -2.22848
H -0.46039 3.12536 -3.72902
H -0.58379 1.47836 -3.23315
H -0.34775 3.69296 -1.18793
H 0.06250 2.02521 -1.03624
H 1.65416 2.38506 -3.07131
H 1.18199 4.01734 -2.97879
H 3.38806 3.76360 -2.18526
H 2.30622 4.55049 -1.11606
H 5.19906 2.01951 2.63265
H 5.44212 0.43979 2.01358
H 6.32280 2.32383 0.71449
H 4.98911 3.16101 -1.06793
H 5.84779 4.56894 0.45977
H 4.93686 4.01042 1.78787
H 2.92186 5.27179 0.85168
H 4.04124 5.91830 -0.34667
H 4.74904 7.41950 1.14020
H 5.30622 6.14450 2.14609
```